Formula: C22H46N5O2
Source: the Open Molecules 2025 dataset
Level of theory: the ωB97M-V functional and the def2-TZVPD basis

Geometry as XYZ:
```
75
Properties=species:S:1:pos:R:3:forces:R:3:mulliken_spin:R:1
C 8.076 0.117 3.353 1.77 1.00 -1.40 0.00
N 6.845 -0.364 2.580 -2.23 -0.08 0.33 0.00
C 5.581 0.124 2.802 -0.79 1.52 -0.94 0.00
N 4.234 -0.546 2.960 1.13 1.65 -0.88 0.00
C 3.450 0.513 3.764 0.16 1.49 0.19 0.00
C 3.886 1.867 2.889 -0.07 -0.35 3.37 0.00
N 5.408 1.622 2.932 -0.39 -3.28 1.45 0.00
H 8.937 0.215 2.536 -1.85 -0.14 1.85 0.00
H 8.471 -0.663 4.139 -1.37 1.53 -1.49 0.00
H 7.919 1.200 3.780 0.12 -2.37 -0.73 0.00
H 6.983 -1.085 1.814 -0.43 0.58 1.95 0.00
H 3.624 -0.621 2.102 1.42 -0.57 0.54 0.00
H 2.296 0.354 3.889 2.34 -0.21 -0.72 0.00
H 3.920 0.503 4.860 -1.04 0.36 -2.40 0.00
H 3.809 2.809 3.609 -0.47 -1.73 -2.11 0.00
H 3.372 1.948 1.836 1.38 -0.16 2.11 0.00
H 5.621 1.741 3.959 0.20 0.73 -1.24 0.00
C 3.707 -0.075 -3.575 0.09 0.31 0.02 0.01
C 2.308 -0.705 -3.351 1.45 -0.31 -1.51 0.03
C 1.250 -0.033 -4.267 -0.25 0.03 0.21 0.02
C 0.805 1.344 -3.793 0.14 -0.02 0.14 -0.02
C 0.344 1.289 -2.339 0.01 -0.28 -0.21 0.02
C 1.410 0.679 -1.391 0.15 1.53 1.19 0.00
N 1.956 -0.632 -1.894 -4.33 -2.41 -0.25 0.27
O 0.974 -1.613 -1.653 2.87 2.37 -0.22 0.66
C 2.556 1.712 -1.193 0.13 0.08 -0.21 0.03
C 0.792 0.560 0.042 -0.28 -0.67 -0.51 -0.01
C 2.511 -2.168 -3.875 -0.58 -0.06 0.68 -0.01
H 3.789 0.969 -3.287 -0.09 0.01 0.06 0.00
H 4.478 -0.628 -3.024 -0.22 0.03 -0.04 -0.01
H 3.984 -0.103 -4.637 -0.22 -0.18 0.22 0.00
H 0.360 -0.673 -4.331 0.19 -0.07 0.17 0.00
H 1.633 0.050 -5.293 0.15 -0.19 0.28 0.00
H 1.618 2.066 -3.916 -0.01 0.01 0.02 0.00
H -0.017 1.698 -4.421 0.06 0.01 0.03 0.00
H 0.082 2.302 -2.012 0.16 -0.17 0.22 0.00
H -0.584 0.704 -2.288 0.20 -0.08 0.14 0.00
H 3.436 1.247 -0.735 -0.02 -0.06 -0.15 -0.02
H 2.245 2.529 -0.530 -0.20 -0.28 -0.09 0.00
H 2.859 2.209 -2.114 0.08 -0.17 0.05 0.00
H -0.122 -0.046 0.062 0.32 -0.01 -0.08 0.00
H 0.507 1.545 0.433 0.18 -0.07 -0.36 0.00
H 1.511 0.124 0.745 0.03 -0.09 -0.09 0.01
H 3.228 -2.717 -3.252 -0.18 0.15 -0.04 0.00
H 2.902 -2.165 -4.900 -0.03 0.35 0.27 0.00
H 1.575 -2.740 -3.906 0.20 0.22 0.20 0.00
C -5.198 -1.386 2.727 -0.22 -0.24 -0.06 0.01
C -4.677 -0.158 1.937 -0.53 -0.30 2.00 0.03
C -5.850 0.778 1.538 0.09 0.07 -0.31 0.02
C -6.682 0.266 0.371 0.09 -0.14 -0.01 -0.02
C -5.789 -0.063 -0.823 0.11 0.21 0.33 0.02
C -4.645 -1.049 -0.466 -0.52 -1.47 -1.39 0.03
N -3.874 -0.628 0.759 1.36 4.67 -1.72 0.29
O -3.032 0.435 0.378 -1.74 -3.10 1.10 0.64
C -5.246 -2.470 -0.275 -0.13 -0.10 0.22 0.01
C -3.726 -1.220 -1.721 0.35 0.58 0.47 -0.02
C -3.827 0.599 3.013 0.40 0.14 -0.77 -0.01
H -5.839 -2.055 2.161 0.06 0.04 -0.11 0.00
H -4.365 -1.984 3.117 -0.08 0.16 -0.16 -0.01
H -5.802 -1.070 3.588 0.24 0.16 -0.20 0.00
H -5.456 1.766 1.265 0.18 -0.18 0.04 0.00
H -6.510 0.947 2.399 0.33 -0.17 0.01 0.00
H -7.261 -0.611 0.676 0.04 0.00 -0.04 0.00
H -7.410 1.028 0.079 0.01 -0.05 0.03 0.00
H -6.409 -0.479 -1.626 0.29 -0.17 0.06 0.00
H -5.370 0.872 -1.216 0.15 -0.15 0.10 0.00
H -4.530 -3.144 0.208 -0.10 0.16 -0.01 -0.01
H -5.511 -2.922 -1.239 0.21 0.32 0.10 0.00
H -6.176 -2.478 0.294 0.14 0.04 0.10 0.00
H -3.309 -0.271 -2.076 -0.03 -0.13 0.31 0.00
H -4.287 -1.637 -2.567 -0.15 0.04 0.42 0.00
H -2.896 -1.905 -1.509 -0.12 0.14 0.04 0.00
H -2.957 0.006 3.322 -0.16 0.06 -0.16 0.00
H -4.423 0.797 3.913 -0.12 -0.26 -0.33 0.00
H -3.470 1.574 2.662 -0.04 -0.32 -0.10 0.00
```
Forces are in eV/Å.

Output
ΔE to the lowest compared entry with this formula, charge and spin, kJ/mol: 540.4
Frontier orbital gap (spin up / spin down), eV: 5.69 / 6.28
LUMO (spin up / spin down), eV: -4.9 / -4.9
Total charge: +1
Expectation value of S²: 2.010
2S+1: 3